Record 1
Molecular formula: C6H13N4O2
Method: DFT, the ωB97M-V functional and the def2-TZVPD basis

Positions of all 25 atoms, in Å:
C -1.71 -1.87 0.59
C -0.54 -0.95 0.31
C 0.74 -1.38 0.16
C 2.02 -0.83 0.00
N 3.10 -1.68 -0.31
N 2.17 0.49 -0.08
O 3.18 1.10 -0.21
O 0.87 1.30 -0.26
N -0.20 1.40 0.62
C -0.82 2.69 0.79
N -1.04 0.36 0.00
C -1.14 0.59 -1.51
H -2.62 -1.45 0.41
H -1.70 -2.09 1.57
H -1.62 -2.84 0.11
H 0.70 -2.49 0.37
H 3.16 -2.48 0.26
H 4.02 -1.26 -0.29
H -0.81 2.91 1.83
H -0.37 3.53 0.28
H -1.79 2.58 0.54
H -2.02 0.35 0.38
H -1.07 1.62 -1.64
H -0.33 0.03 -1.96
H -2.19 0.39 -1.97

strongest force on any atom: 0.0840 Eh/bohr
gap between HOMO and LUMO (spin up / spin down): 7.918 / 7.915 eV
energy above the lowest of the compared OMol25 structures with the same formula, charge and spin: 920.1 kJ/mol
SMILES: CC1=CC(N)=[N+]([O-])ON(C)[N@H+]1C
net charge: +1
total energy: -16473.329 eV
lowest unoccupied orbital energy (spin up / spin down): -0.1445 / -0.1444 Ha

Results of the natural (NBO) charge analysis, in e, for atoms 1 through 5: number 1, C, carries -0.65; number 2, C, carries 0.17; number 3, C, carries -0.21; number 4, C, carries 0.24; number 5, N, carries -0.77

=====

Record 2
Molecular formula: C5H11BrN
Method: DFT, the ωB97M-V functional and the def2-TZVPD basis

Positions of all 18 atoms, in Å:
C -0.79 0.84 0.05
C -2.02 0.88 0.71
C 1.17 1.17 -0.04
C 1.63 0.81 -1.39
C 1.72 1.70 1.02
N -1.53 -2.05 0.37
Br -3.66 0.35 -0.14
H -2.54 -2.02 0.17
H -0.90 0.55 -1.00
H -2.14 1.22 1.73
H 1.20 1.48 -2.13
H 1.37 -0.22 -1.65
H 2.71 0.91 -1.41
H 1.17 1.93 1.91
H 2.77 1.94 1.02
H -1.04 -2.52 -0.40
H -1.37 -2.57 1.24
H -1.21 -1.02 0.46

strongest force on any atom: 0.0840 Eh/bohr
gap between HOMO and LUMO: 9.675 eV
energy above the lowest of the compared OMol25 structures with the same formula, charge and spin: 345.9 kJ/mol
net charge: +1
total energy: -76885.918 eV
lowest unoccupied orbital energy: -0.1331 Ha

Results of the natural (NBO) charge analysis, in e, for atoms 1 through 5: number 1, C, carries -0.31; number 2, C, carries -0.33; number 3, C, carries 0.16; number 4, C, carries -0.70; number 5, C, carries -0.41

=====

Record 3
Molecular formula: C11H37B4FN12O28S
Method: DFT, the ωB97M-V functional and the def2-TZVPD basis

Positions of all 94 atoms, in Å:
N 6.07 -4.57 1.20
B 5.79 -3.08 1.05
O 6.86 -2.11 0.75
B 4.25 -2.44 1.26
O 3.98 -1.04 0.87
B 2.69 -0.55 1.39
O 1.74 -1.38 2.20
B 1.92 -2.78 1.75
S 0.58 -3.85 0.96
O 1.16 -5.30 0.80
O -0.67 -3.92 1.86
F 0.30 -3.25 -0.62
O 3.27 -3.37 1.89
H 5.69 -4.92 2.11
H 5.73 -5.13 0.38
H 7.14 -1.77 1.67
H 2.40 0.57 1.08
C 0.80 0.27 -2.90
N 1.77 1.00 -2.04
O 1.51 1.09 -0.84
O 2.77 1.46 -2.61
H -0.02 -0.08 -2.27
H 0.44 0.96 -3.66
H 1.33 -0.58 -3.35
C 6.18 1.23 -2.06
N 7.20 0.14 -2.06
O 8.25 0.35 -1.45
O 6.91 -0.89 -2.68
H 6.57 2.07 -1.48
H 6.01 1.52 -3.10
H 5.27 0.83 -1.60
C -3.80 -4.51 1.61
N -4.65 -4.75 0.41
O -5.48 -3.88 0.12
O -4.46 -5.81 -0.20
H -4.07 -3.55 2.05
H -3.99 -5.33 2.31
H -2.76 -4.51 1.28
C -2.22 4.18 -4.10
N -1.20 3.10 -4.11
O -0.15 3.30 -3.49
O -1.49 2.07 -4.73
H -1.84 5.02 -3.52
H -2.39 4.48 -5.14
H -3.13 3.78 -3.65
C 0.99 1.61 4.80
N 0.83 0.21 4.32
O 0.70 0.05 3.10
O 0.84 -0.68 5.18
H 0.97 2.29 3.94
H 0.17 1.82 5.48
H 1.96 1.68 5.31
C -3.51 7.98 -2.19
N -3.67 6.58 -2.67
O -3.80 6.41 -3.89
O -3.66 5.69 -1.81
H -3.53 8.65 -3.05
H -4.33 8.19 -1.51
H -2.54 8.04 -1.68
C 0.92 9.79 -0.90
N -0.44 9.18 -0.86
O -0.53 7.98 -1.13
O -1.37 9.93 -0.55
H 1.64 9.02 -1.18
H 0.90 10.59 -1.64
H 1.14 10.18 0.10
C -7.78 -5.06 -1.20
N -9.14 -5.67 -1.16
O -9.23 -6.87 -1.43
O -10.07 -4.92 -0.85
H -7.06 -5.83 -1.48
H -7.80 -4.26 -1.94
H -7.56 -4.67 -0.20
C -0.07 -3.83 5.27
N -0.76 -4.13 6.55
O -1.69 -4.95 6.51
O -0.36 -3.54 7.55
H -0.52 -4.42 4.47
H -0.19 -2.76 5.07
H 0.98 -4.09 5.39
C 0.52 -6.03 -2.33
N 1.22 -6.26 -3.62
O 2.17 -7.05 -3.61
O 0.80 -5.64 -4.60
H 0.99 -6.64 -1.55
H 0.61 -4.97 -2.09
H -0.52 -6.32 -2.46
C -0.44 4.25 1.08
N 0.40 3.88 2.25
O -0.12 3.97 3.37
O 1.55 3.51 2.01
H -1.43 4.56 1.43
H 0.05 5.08 0.56
H -0.52 3.37 0.44

strongest force on any atom: 0.1686 Eh/bohr
gap between HOMO and LUMO: 7.539 eV
SMILES: NB(O)B1OBOB(S(=O)(=O)F)O1.C[N+](=O)[O-].C[N+](=O)[O-].C[N+](=O)[O-].C[N+](=O)[O-].C[N+](=O)[O-].C[N+](=O)[O-].C[N+](=O)[O-].C[N+](=O)[O-].C[N+](=O)[O-].C[N+](=O)[O-].C[N+](=O)[O-]
total energy: -103448.061 eV
lowest unoccupied orbital energy: -0.0801 Ha

Results of the Mulliken charge analysis, in e, for atoms 1 through 5: number 1, N, carries -0.66; number 2, B, carries -0.11; number 3, O, carries -0.49; number 4, B, carries 0.55; number 5, O, carries -0.14